This record from OMol25 describes 21 unconnected molecules or ions with the total composition C21H84N42O21 in a non-equilibrium geometry. The level of theory is ωB97M-V/def2-TZVPD.

Geometry as XYZ:
```
168
Properties=species:S:1:pos:R:3:forces:R:3:mulliken_charge:R:1
N -0.2349 -15.9596 -19.8726 -1.358 -2.349 -1.674 -0.31
N -6.5942 -18.3460 -19.8848 -0.702 -1.071 -2.363 -0.41
N 0.4696 -22.2764 -13.4146 -0.823 1.871 -0.564 1.04
H -1.3531 -16.3772 -23.1219 -0.171 0.208 0.161 0.11
H -6.0878 -17.4285 -16.9604 -0.025 0.055 -0.447 0.18
H -3.9133 -24.8330 -15.4936 0.283 -0.076 -0.497 0.34
H 3.3398 -15.1440 -17.9396 0.183 0.131 -0.588 0.09
H -5.2589 -19.4928 -15.0354 0.003 0.122 -0.429 -0.18
H 2.9539 -21.4849 -11.3951 -0.293 0.058 0.292 0.11
N -4.8591 -15.9531 -21.7333 -5.835 3.142 0.544 -0.32
O -0.1731 -22.6220 -15.5943 0.230 0.959 0.183 -0.65
H -5.6445 -17.7962 -12.7270 -0.503 -0.340 0.171 0.20
N -0.5619 -24.6447 -17.2388 -0.043 -0.521 1.954 -0.09
N -6.7197 -21.4165 -12.8962 -0.125 1.510 -0.242 -0.16
H -7.3221 -18.3428 -17.7803 0.279 0.018 0.732 0.15
H -4.0162 -23.4609 -16.4963 0.086 0.520 0.610 0.14
C -5.2446 -17.2173 -10.8871 1.335 -0.621 -2.187 0.63
O -3.3802 -16.3338 -23.2779 2.240 0.915 -5.348 -0.77
H 0.4350 -20.2292 -22.1840 -0.343 -0.037 0.241 0.22
H -6.7427 -17.6751 -9.6107 0.347 0.465 0.297 0.16
H -1.0277 -15.3681 -20.0764 -0.255 -1.211 -0.138 0.11
C 4.8389 -15.9992 -17.0718 4.400 -4.886 3.606 0.49
H -4.7048 -21.7424 -18.2209 -0.026 0.395 -0.163 0.26
N 0.0003 -18.0916 -16.5395 4.283 3.069 -2.435 1.65
N -2.4271 -18.5825 -12.3938 -0.003 4.811 -0.760 -0.11
H -5.6677 -24.3806 -12.6466 -0.545 0.335 0.365 0.23
H -5.4485 -16.5558 -9.1241 -0.529 -0.417 0.672 0.27
N -5.8364 -17.2504 -9.7463 -0.487 1.448 4.815 -0.43
O -0.2418 -18.5874 -20.4875 -0.911 3.321 -0.448 -0.64
H 1.6672 -21.8016 -16.1990 -0.251 0.775 0.329 -0.44
N 3.3771 -17.5465 -20.1664 0.282 3.861 -1.828 -0.17
H -1.6390 -18.4422 -13.0098 -0.523 0.449 -0.159 -0.29
H 0.0692 -15.6692 -14.6621 -1.822 0.153 -0.059 -0.37
H -1.2070 -25.4102 -17.1045 0.031 0.687 0.915 0.22
C -3.7366 -16.3733 -22.1554 -0.275 -0.524 -1.305 0.55
O 0.7912 -20.6065 -9.3471 -1.558 0.115 2.588 -0.69
H 0.1867 -23.6396 -10.6133 -0.384 0.359 0.229 0.22
H -0.3194 -21.3212 -19.0851 0.598 0.001 0.309 -0.04
C 0.4497 -15.7868 -23.6926 6.157 -1.913 -0.258 0.65
C 1.4184 -20.6046 -10.3607 -1.379 0.671 0.999 0.50
N -4.7653 -19.8528 -15.8397 1.411 3.971 2.516 0.47
H -0.4666 -15.3235 -13.0056 -0.751 -0.079 -0.753 0.30
O -4.1573 -16.7729 -11.1750 1.712 1.641 0.668 -0.75
H -3.8239 -21.6041 -15.3620 0.437 0.088 0.415 0.10
H -2.8090 -17.8256 -11.8448 0.165 0.377 -0.246 0.26
H 0.2291 -15.4574 -25.7048 0.178 -0.201 0.273 0.26
H -0.1091 -21.4491 -13.4459 -0.050 0.008 0.418 -1.04
H -3.7518 -23.7258 -10.3899 0.077 -0.150 -0.449 0.17
O -5.0605 -16.8196 -19.1622 0.231 -0.096 -0.006 -1.01
C 3.2825 -19.0268 -13.7247 -3.377 -0.654 -1.049 -0.26
H 1.7001 -19.8208 -12.2075 -0.381 0.153 0.094 0.02
H 3.3543 -17.2987 -12.7124 0.382 -0.137 0.056 0.15
O -2.0775 -18.8849 -16.7221 -3.881 -0.247 -2.598 -1.23
C -2.5565 -19.8106 -12.0015 0.728 3.607 -1.173 -0.05
H 0.1941 -19.1613 -14.6987 -0.253 -0.608 0.749 -0.97
H -5.2437 -23.1125 -13.6570 -0.233 0.192 0.260 0.11
H -3.6964 -17.1916 -20.4010 0.585 0.009 0.362 0.33
H -7.2694 -19.0468 -19.6147 0.275 0.106 -0.265 0.15
C -0.3722 -24.3603 -18.5016 -0.233 -2.591 1.129 0.42
H 0.1558 -17.5526 -17.3794 -0.740 -0.197 -0.185 -0.31
N 0.2523 -14.2230 -18.9344 -1.270 9.320 2.165 -0.23
O 2.3612 -18.9822 -14.5424 -0.319 2.015 -0.980 0.32
C 0.6882 -15.3570 -19.1688 2.048 -5.230 -0.290 -0.19
H -4.0568 -19.2987 -16.2993 0.709 0.522 1.050 -0.06
H -3.3746 -14.0688 -17.2108 0.200 0.017 0.442 0.18
O 4.5815 -21.2939 -17.0921 1.726 0.455 1.346 -0.70
H -1.1386 -16.0231 -24.8551 0.118 0.229 -0.444 0.19
H -2.7133 -24.2343 -11.7549 -0.767 0.183 -0.003 0.17
C -5.3610 -20.6470 -16.6729 -0.638 -1.034 0.944 0.37
O 1.7251 -15.7494 -23.4986 -3.545 1.266 -0.533 -0.71
N 0.1581 -20.5966 -21.2848 -0.501 -1.714 -2.806 -0.33
N -2.8603 -23.7891 -10.8604 -3.092 -0.114 -0.638 -0.21
H 2.7922 -16.8604 -19.7111 0.397 0.184 -0.321 0.12
H 0.3751 -19.2006 -11.2153 0.135 -0.133 -0.402 0.00
H -2.1850 -12.9409 -17.6573 -0.113 -0.444 0.159 0.11
C 3.5092 -18.6970 -19.5803 -2.050 -0.495 -0.174 0.44
N 0.1221 -15.8136 -13.6639 -2.994 -0.635 -2.592 0.06
H 0.0138 -19.7655 -18.3569 -0.394 -0.215 -0.088 -0.44
H 2.6855 -21.9267 -9.7302 0.137 -0.022 -0.290 0.25
N 2.9464 -18.7180 -18.3811 -1.372 -0.234 3.825 0.89
H -6.3113 -18.3199 -20.8540 0.006 0.167 0.241 0.24
H -5.3233 -15.2663 -22.3103 -0.232 -0.258 0.334 0.20
N -5.8411 -23.4191 -12.9026 2.920 -2.580 -1.526 -0.12
N -5.9294 -17.8907 -11.7627 -1.969 -1.698 -2.678 -0.26
C -3.1597 -23.3541 -14.6167 3.584 3.452 4.040 -0.53
O -6.4391 -21.1166 -16.4084 -1.912 -1.267 -0.870 -0.72
N -0.4178 -16.1546 -22.8124 -3.015 -0.417 3.984 0.25
H 0.0482 -13.3675 -15.3298 -0.243 0.242 0.008 0.21
H -1.0278 -26.2721 -18.9005 0.135 0.308 -0.468 0.20
N -3.1721 -20.0301 -10.9349 -3.169 -1.693 5.113 -0.09
H -2.9520 -21.4068 -13.8692 0.413 -0.239 0.153 -0.52
N -0.7192 -19.4182 -15.0451 0.273 -0.865 1.365 2.51
O 2.2098 -15.1071 -14.2136 -0.225 -0.101 -0.653 -0.82
H -6.8339 -18.1615 -11.4038 -0.066 -0.335 -1.484 0.12
O 0.2848 -23.4711 -18.9393 1.182 3.214 -1.499 -0.63
H 0.9049 -22.4807 -12.5264 -0.007 -0.331 -0.531 -0.08
H -1.4329 -19.8069 -14.4454 0.225 -0.234 -0.148 -0.90
N -6.4432 -17.8459 -17.8087 -2.676 -1.037 5.918 -0.33
N -3.1448 -16.9721 -21.2181 4.705 -3.728 5.060 -0.05
H -0.3589 -23.8737 -16.6187 -0.486 0.241 1.039 -0.06
N 3.7222 -18.2323 -12.8270 1.067 5.091 2.190 -0.22
H 0.9018 -24.6676 -15.3200 0.471 -0.476 0.308 0.38
N 2.5097 -21.2546 -16.3045 -3.555 3.210 4.897 1.17
N -2.4896 -13.6351 -16.9899 -3.558 0.220 -4.015 -0.38
H 1.2997 -24.4765 -13.6154 0.033 -0.152 -0.441 0.22
H -3.6927 -19.2701 -10.5209 0.337 -0.456 0.490 0.06
H 0.8561 -18.1880 -16.0119 0.072 0.078 -0.032 -0.87
H 2.5788 -15.5695 -11.9303 -0.405 -0.335 0.846 0.33
H -0.4666 -13.9068 -19.5695 0.389 0.790 0.589 0.21
N -4.4622 -21.0003 -17.5802 0.462 -2.101 -3.406 -0.05
N 4.3434 -15.2567 -17.9264 -3.551 5.337 -4.800 -0.17
N -0.7699 -23.6445 -10.9373 4.798 -0.125 -2.072 -0.30
N -0.1338 -15.9258 -24.8868 -0.567 0.902 -3.114 -0.40
H -0.6736 -12.4718 -16.6443 0.646 -0.310 0.425 0.14
C -1.7965 -23.4174 -10.1626 -1.597 -1.529 -0.999 0.39
H 4.1560 -20.3582 -12.5027 0.251 -0.152 -0.676 0.18
N 3.0005 -22.6272 -17.7661 -1.068 -5.151 -3.430 -0.25
O 1.7443 -15.8046 -18.7202 0.011 -0.481 0.398 -0.36
C -6.8069 -22.6788 -12.4285 -2.559 -0.431 2.418 0.49
H 3.0090 -19.5375 -17.7941 0.182 0.186 -0.536 -0.52
N 3.7384 -20.1748 -13.4039 2.132 -7.149 0.066 -0.49
C -0.1957 -19.7756 -20.3044 2.324 0.519 -3.461 0.50
C 1.3771 -15.5794 -13.4386 3.134 1.954 -2.162 0.70
N 1.0558 -24.0812 -14.5122 2.454 -4.941 -0.397 -0.15
C -1.8089 -13.8834 -15.9034 -1.877 -0.320 0.358 0.67
H -2.8807 -20.8615 -10.4409 -0.704 -0.069 0.357 0.10
H 2.3496 -17.9773 -18.0417 0.624 0.098 -0.140 -0.14
H 3.7005 -22.9981 -18.3926 -0.711 -0.034 -0.415 0.30
H -3.6287 -20.4654 -17.7786 0.074 -0.031 0.221 0.09
H 2.0146 -22.5321 -17.9637 0.301 -0.853 -0.868 0.08
N -3.2620 -22.0027 -14.6235 -0.422 -0.015 0.368 1.41
H 3.6638 -17.3923 -21.1225 -0.200 -0.335 0.262 0.22
H 0.9473 -16.4532 -11.8256 0.962 0.080 1.143 0.13
N 1.6600 -15.8629 -12.2301 1.785 -1.001 4.405 -0.41
H -2.2705 -17.4626 -21.3409 -0.191 -0.201 -0.146 0.01
O -1.8430 -23.0926 -9.0326 0.432 1.631 3.914 -0.65
H 4.3428 -17.1722 -15.4665 0.086 0.532 -0.340 -0.02
C 0.4322 -22.9824 -14.5778 -1.985 3.282 1.428 0.28
H 0.1282 -21.5969 -21.1487 0.413 0.262 -0.090 0.12
C -1.0146 -18.8115 -16.2054 0.115 -0.960 3.059 -0.22
H -0.9256 -23.5512 -11.9309 0.172 -0.118 0.053 0.12
O -2.0141 -20.5743 -12.6998 3.523 -6.785 -3.352 0.08
H 4.9217 -14.8980 -18.6727 -0.226 -0.240 0.231 0.25
H 2.7310 -20.3928 -15.8266 -0.907 -0.055 0.333 -0.41
H -0.7124 -25.0847 -20.1962 -0.259 -1.215 -0.348 0.28
O 6.0027 -16.3710 -17.1237 1.517 -0.269 0.185 -0.80
C 3.4588 -21.7492 -16.9721 4.224 1.428 -2.281 0.63
N -3.6731 -23.8623 -15.6353 -3.720 -4.990 -5.974 0.05
N -0.9232 -25.3260 -19.2384 -0.781 -0.298 -3.227 -0.50
H -5.9640 -21.2714 -13.5503 -0.503 0.420 -0.105 0.06
O -7.6405 -23.0952 -11.6042 0.690 0.833 -1.049 -0.74
H 3.5747 -20.9369 -14.0462 0.170 -0.211 0.166 0.06
O -2.5714 -24.0808 -13.8006 -0.169 0.390 0.834 -0.94
N 2.4515 -21.3542 -10.5287 4.436 -3.746 -0.157 -0.24
N 1.1296 -19.8528 -11.3747 -1.376 2.812 -3.166 0.11
H -5.0454 -16.0948 -20.7508 -0.590 0.666 0.034 0.37
H 3.2263 -15.8932 -15.9152 -0.022 -0.507 0.592 0.13
H -0.3076 -16.1826 -21.8089 0.906 0.010 -0.624 0.00
H 4.4600 -18.6481 -12.2767 -0.074 1.372 0.170 0.10
H 0.8955 -13.5516 -18.5400 -0.222 0.129 -0.137 0.28
H -7.5402 -20.8279 -12.9175 0.271 -0.294 -0.046 0.25
N -0.7344 -13.1985 -15.9455 5.764 3.118 0.476 -0.29
N 4.0191 -16.4814 -16.1284 -1.923 -0.040 1.193 0.05
N -0.1384 -20.3320 -19.1791 -1.136 -2.421 6.370 0.45
O -2.1812 -14.5415 -14.9844 -0.831 -2.489 2.215 -0.61
C -5.9762 -17.6280 -18.9553 2.391 1.672 -3.298 0.68
O 3.8085 -19.6968 -20.1378 2.410 -3.529 -1.730 -0.73
H -0.2400 -16.9550 -20.0438 -0.046 -0.620 -0.064 0.33
```
Positions in Å, forces in eV/Å.

Results
Kohn-Sham gap in eV: 7.27
Largest force on an atom in hartree/bohr: 0.1877
Electronic energy in eV: -128732.362
LUMO energy in Eh: -0.015
ΔE to the lowest compared entry with this formula, charge and spin in kcal per mole: 338.0
Total charge: 0
HOMO level in eV: -7.7

=====

This record from OMol25 describes a molecular structure, C22H11Br2N3O6STi in a non-equilibrium geometry. The level of theory is ωB97M-V/def2-TZVPD.

Geometry as XYZ:
```
46
Properties=species:S:1:pos:R:3:forces:R:3:mulliken_charge:R:1
C 6.3576 7.6499 8.9919 -0.393 -0.713 1.025 -0.26
H 3.6922 5.5547 6.9945 0.612 0.129 0.730 0.28
C 6.4808 10.5759 12.1019 0.333 -0.140 0.273 0.77
O 10.3282 9.5446 11.7951 -0.050 -1.349 -2.115 -0.48
H 6.3467 11.5701 15.3805 -0.003 0.138 -0.399 0.30
H 6.0555 10.5851 10.0064 -0.097 -0.229 -0.130 0.28
Br 8.6193 12.0054 16.9692 -0.056 -0.047 -0.068 -0.33
C 8.5859 10.4909 13.0967 0.846 -0.757 0.137 0.72
C 10.1216 9.1255 8.2461 -0.716 0.549 0.647 1.27
H 5.1615 9.3775 10.9792 -0.094 -0.231 -0.356 0.22
C 5.9611 6.3698 9.4862 -0.919 0.727 -2.675 -0.57
C 7.8441 6.8220 13.0997 0.556 0.939 -0.414 0.51
N 7.7626 10.2131 12.0900 -1.289 0.431 -1.827 0.56
C 10.7072 10.4055 6.3948 0.374 1.301 -1.519 0.60
H 6.1572 8.9544 7.3064 0.148 0.740 0.204 0.41
C 4.4263 6.1220 7.6048 -0.090 0.116 -1.126 -0.39
C 8.1451 11.0618 14.2906 -0.452 -0.390 0.297 0.81
C 10.4231 10.8785 15.1303 0.331 -0.201 -0.028 -0.54
H 4.8643 11.2748 13.3563 1.294 -0.269 -0.015 0.29
C 9.8421 11.2184 7.2935 -0.727 1.959 0.543 -0.21
O 10.0192 8.2695 9.1979 0.329 -0.484 0.091 -0.75
C 5.0926 5.6083 8.7150 -0.964 -0.703 0.021 -0.48
O 8.8758 10.6560 9.5192 -0.047 0.048 -0.038 -0.57
N 7.2713 8.3721 9.6804 1.165 0.082 0.413 -0.18
C 9.9681 10.0158 12.8762 0.202 1.636 2.067 0.66
H 4.6956 11.0719 11.0228 -0.429 0.447 0.205 0.58
O 9.6050 12.4207 7.1174 0.027 -1.257 0.188 -0.72
H 11.1500 11.0919 15.9277 -0.456 -0.212 -0.463 0.32
C 9.1114 11.1866 15.2965 -0.066 0.975 1.124 0.12
C 5.7572 8.1008 7.8125 0.456 0.114 -0.513 -0.12
C 6.7510 11.2969 14.4055 0.530 -0.309 -0.043 -0.98
O 11.2155 10.8337 5.3667 -0.270 -0.529 0.610 -0.67
N 8.2121 7.5274 12.2328 0.007 -0.652 0.168 -0.79
C 10.8494 10.2825 13.9333 0.072 0.279 0.888 -0.41
H 6.3709 5.9644 10.3416 1.017 -0.573 1.699 0.56
Br 12.7134 9.8592 13.8982 -0.342 -0.087 -0.430 -0.24
O 11.5780 8.1678 6.6584 0.934 -0.875 -0.926 -0.68
C 4.8143 7.3724 7.1296 -0.681 -0.222 -0.260 -0.43
H 4.8455 4.5552 8.9266 0.294 0.562 0.485 0.29
C 5.9707 11.0657 13.3051 -1.866 0.889 0.769 -0.76
H 4.3928 7.7817 6.1941 0.219 -0.284 0.562 0.30
C 9.4782 10.3619 8.4327 0.915 0.671 -1.059 0.95
S 7.4004 5.9470 14.4071 -0.127 -0.141 -0.139 -0.51
C 10.8911 9.0915 7.0101 -0.407 -0.964 1.357 -0.19
C 5.5241 10.3979 10.9345 1.362 -0.223 0.462 -1.61
Ti 8.6773 8.9086 10.5554 -1.481 -0.889 -0.424 0.07
```
Positions in Å, forces in eV/Å.

Results
Kohn-Sham gap in eV: 6.16
Largest force on an atom in hartree/bohr: 0.0568
Electronic energy in eV: -213789.098
LUMO energy in Eh: 0.139
ΔE to the lowest compared entry with this formula, charge and spin in kcal per mole: 21.1
Total charge: -2
HOMO level in eV: -2.4